A single C5H5N molecule in a non-equilibrium geometry, computed with the ωB97M-V functional and the def2-TZVPD basis.

Cartesian coordinates (Å):
C: 1.068 0.538 -1.939
C: -0.126 0.726 0.416
C: -0.887 0.229 -0.636
C: 0.794 -0.167 0.677
C: -0.117 -0.178 -1.635
N: 1.982 0.862 -2.562
H: -0.440 1.491 1.038
H: -1.937 -0.055 -0.353
H: 1.368 -0.113 1.589
H: 1.077 -0.956 0.143
H: -0.317 -0.894 -2.412

Atomic forces in eV per Å
C -2.2 -1.7 -0.8
C -1.3 -1.1 -0.2
C -6.7 2.7 5.3
C 2.8 2.3 4.8
C 4.7 -1.9 -7.0
N 1.6 0.9 -0.2
H -0.5 1.2 1.4
H 0.9 0.6 -1.2
H 0.1 0.2 0.4
H 0.8 -2.9 -2.6
H -0.3 -0.4 0.1

As for the spin multiplicity: 3. The LUMO energy (spin up / spin down) comes out at 0.781 / -2.691 eV. Its relative energy (zero: lowest compared OMol25 entry of this formula, charge and spin) is 122.78 kJ/mol. The HOMO energy (spin up / spin down) comes out at -6.19 / -10.82 eV. The strongest force on any atom is 8.96 eV Å⁻¹. For the calculated total energy, the calculation gives -6749.35677 eV.

Results of the natural (NBO) charge analysis, in e, for atoms 1 through 5: C 0.191; C -0.209; C -0.235; C -0.330; C -0.218

---

A molecular structure, C18H21AsAuN3O4S2, computed with the ωB97M-V functional and the def2-TZVPD basis.

Cartesian coordinates (Å):
Au: -0.866 0.051 -0.634
N: -0.380 2.091 -4.520
C: -0.055 1.624 -3.285
S: -1.406 1.719 -2.135
N: 1.157 1.242 -3.063
N: 1.316 0.832 -1.762
C: 2.394 1.093 -1.153
C: 2.457 0.820 0.289
C: 3.689 0.541 0.882
C: 3.820 0.365 2.248
C: 2.687 0.494 3.048
C: 1.457 0.776 2.487
C: 1.298 0.954 1.102
O: 0.107 1.330 0.649
H: -1.304 2.443 -4.690
H: 0.370 2.364 -5.131
H: 3.236 1.572 -1.658
H: 4.565 0.479 0.244
H: 4.787 0.155 2.685
H: 2.768 0.373 4.122
H: 0.573 0.886 3.101
C: 1.575 -2.491 -1.248
As: 0.598 -2.707 0.380
C: -0.420 -4.324 0.277
C: 1.855 -2.830 1.812
O: -0.436 -1.429 0.757
H: 2.223 -3.359 -1.372
H: 2.167 -1.581 -1.181
H: 0.873 -2.417 -2.076
H: 0.240 -5.189 0.334
H: -0.968 -4.328 -0.662
H: -1.129 -4.333 1.103
H: 2.523 -3.676 1.651
H: 1.312 -2.951 2.747
H: 2.420 -1.898 1.838
O: -6.199 -4.482 2.485
C: -5.482 -5.001 1.461
O: -5.534 -6.177 1.230
C: -4.655 -4.044 0.669
C: -4.188 -2.836 1.175
C: -3.390 -2.000 0.410
C: -3.036 -2.363 -0.886
S: -2.039 -1.404 -1.975
C: -3.523 -3.572 -1.402
C: -4.312 -4.402 -0.633
H: -6.170 -3.519 2.457
H: -4.403 -2.538 2.196
H: -3.025 -1.078 0.837
H: -3.263 -3.860 -2.414
H: -4.670 -5.345 -1.024

Atomic forces in eV per Å
Au -0.1 0.1 0.0
N 0.0 0.0 0.0
C 0.0 0.0 0.0
S 0.0 0.0 0.0
N 0.0 0.0 0.0
N 0.0 0.0 -0.1
C 0.0 0.0 0.0
C 0.0 0.0 0.0
C 0.0 0.0 0.0
C 0.0 0.0 0.0
C 0.0 0.0 0.0
C 0.0 0.0 0.0
C 0.0 0.1 0.0
O 0.0 -0.1 0.0
H 0.0 0.0 0.0
H 0.0 0.0 0.0
H 0.0 0.0 0.0
H 0.0 0.0 0.0
H 0.0 0.0 0.0
H 0.0 0.0 0.0
H 0.0 0.0 0.0
C 0.0 0.0 0.0
As 0.0 0.0 0.1
C 0.0 0.0 0.0
C 0.0 0.0 0.0
O 0.0 0.0 0.0
H 0.0 0.0 0.0
H 0.0 0.0 0.0
H 0.0 0.0 0.0
H 0.0 0.0 0.0
H 0.0 0.0 0.0
H 0.0 0.0 0.0
H 0.0 0.0 0.0
H 0.0 0.0 0.0
H 0.0 0.0 0.0
O 0.0 0.0 0.0
C 0.0 0.0 0.0
O 0.0 0.0 0.0
C 0.0 0.0 0.0
C 0.0 0.0 0.0
C 0.0 0.0 0.0
C -0.1 -0.1 0.0
S 0.0 0.0 0.0
C 0.0 0.0 0.0
C 0.0 0.0 0.0
H 0.0 0.0 0.0
H 0.0 0.0 0.0
H 0.0 0.0 0.0
H 0.0 0.0 0.0
H 0.0 0.0 0.0

The LUMO energy comes out at -0.960 eV. Its relative energy (zero: lowest compared OMol25 entry of this formula, charge and spin) is 0.00 kJ/mol. The HOMO energy comes out at -7.80 eV. The strongest force on any atom is 0.12 eV Å⁻¹. For the calculated total energy, the calculation gives -117867.65058 eV.

Results of the natural (NBO) charge analysis, in e, for atoms 1 through 5: Au 1.185; N -0.802; C 0.286; S -0.121; N -0.419

---

2 unconnected molecules or ions with the total composition C20H44N5O4 in a non-equilibrium geometry, computed with the ωB97M-V functional and the def2-TZVPD basis.

Cartesian coordinates (Å):
C: 0.185 2.025 0.039
C: -0.482 1.036 -0.896
C: -0.015 -0.531 -0.760
N: -1.146 -1.273 -0.069
C: -2.113 -1.697 -1.194
N: -3.351 -1.109 -1.193
C: -4.350 -1.423 -2.283
C: -5.855 -0.816 -2.046
O: -6.860 -1.909 -1.852
C: -6.415 0.096 -3.293
N: -6.049 -0.439 -4.673
N: -1.557 -2.669 -2.201
C: -0.665 -1.851 -3.106
C: 0.524 -1.221 -2.143
C: 1.466 -0.266 -3.084
C: 2.986 -0.905 -3.359
C: 3.653 -0.039 -4.581
C: 4.223 1.438 -4.157
O: 4.347 1.670 -2.709
C: 3.548 2.819 -2.254
H: 1.122 1.668 0.685
H: -0.165 3.131 0.190
H: -1.251 1.452 -1.683
H: 0.902 -0.560 0.004
H: -1.658 -0.528 0.493
H: -3.649 -0.422 -0.453
H: -3.870 -1.124 -3.331
H: -4.477 -2.609 -2.339
H: -5.937 -0.141 -1.072
H: -7.267 -2.118 -2.763
H: -6.040 1.226 -3.204
H: -7.592 0.131 -3.256
H: -5.985 -1.484 -4.684
H: -5.111 -0.054 -4.955
H: -2.277 -3.219 -2.709
H: -0.130 -2.603 -3.854
H: -1.261 -1.019 -3.715
H: 1.202 -2.154 -1.835
H: 0.959 -0.216 -4.161
H: 1.655 0.813 -2.674
H: 3.549 -0.808 -2.323
H: 2.876 -2.053 -3.614
H: 4.550 -0.648 -5.061
H: 2.820 0.097 -5.422
H: 5.331 1.504 -4.598
H: 3.622 2.289 -4.729
H: 2.565 2.959 -2.915
H: 3.140 2.526 -1.171
H: 4.119 3.839 -2.218
C: 2.569 2.642 6.318
O: 2.993 1.287 6.400
C: 2.148 0.481 7.233
C: 1.356 -0.526 6.387
N: 0.332 0.143 5.575
C: -0.272 -0.722 4.557
C: 0.654 -1.264 3.449
O: 1.144 -0.258 2.561
C: 2.305 0.421 3.022
H: 3.356 3.213 5.818
H: 1.658 2.727 5.722
H: 2.410 3.068 7.312
H: 1.486 1.088 7.862
H: 2.813 -0.077 7.900
H: 0.871 -1.252 7.049
H: 2.071 -1.062 5.755
H: 0.753 0.942 5.105
H: -1.062 -0.133 4.076
H: -0.768 -1.564 5.054
H: 0.052 -1.937 2.827
H: 1.473 -1.875 3.841
H: 2.952 -0.219 3.631
H: 2.019 1.317 3.575
H: 2.874 0.750 2.148

Atomic forces in eV per Å
C -1.5 -3.1 -2.3
C 2.8 3.1 3.0
C 2.0 1.7 -0.2
N -3.1 0.1 -3.8
C 0.8 0.8 1.6
N 1.4 -1.6 -0.7
C -0.6 -1.5 -1.3
C -1.4 0.7 -0.1
O 1.2 0.9 -2.0
C 0.1 0.6 -0.2
N 1.1 0.3 1.2
N -1.9 2.9 1.7
C 1.7 0.3 -0.3
C 0.4 -0.8 -0.5
C 0.7 -0.4 -0.8
C -1.1 0.5 0.6
C 0.0 -0.6 0.0
C 1.3 0.2 -1.4
O -1.6 1.3 -1.4
C -1.5 -0.2 0.7
H -2.5 0.7 -1.4
H 0.7 -2.3 -0.7
H 1.4 -1.2 1.7
H -2.1 0.2 -1.6
H 0.9 -1.3 -0.7
H 0.8 -1.1 -1.0
H -1.1 -0.3 2.3
H 0.1 2.6 0.3
H 0.4 -1.6 -1.9
H 0.9 0.5 2.1
H -0.7 -2.6 -0.2
H 2.4 -0.2 0.3
H -0.1 1.3 0.0
H -1.4 -0.7 0.3
H 0.4 0.9 0.5
H -1.3 1.7 1.5
H 1.3 -1.7 1.3
H -1.7 2.0 -0.5
H 0.9 0.2 2.3
H -0.7 -2.1 -0.7
H -0.8 -0.2 -2.4
H 0.3 2.4 0.3
H -2.0 1.2 1.1
H 1.8 -0.3 1.8
H -2.4 -0.1 1.0
H 1.1 -1.7 1.5
H 2.1 -0.3 1.2
H 1.1 0.8 -2.2
H -0.8 -2.1 -0.1
C 0.3 -0.2 -0.1
O -0.5 0.2 0.3
C 0.2 -0.5 -0.3
C 0.0 0.6 0.1
N 0.2 -0.2 -0.1
C 0.3 0.3 -0.1
C -0.6 -0.1 0.0
O 0.1 -0.3 0.2
C -0.1 0.1 -0.3
H 0.0 -0.2 0.1
H -0.2 0.2 0.1
H -0.1 0.0 -0.1
H 0.0 0.0 -0.2
H -0.1 0.0 0.0
H 0.0 0.1 -0.1
H 0.2 -0.1 0.1
H -0.1 -0.2 0.2
H 0.1 -0.1 0.0
H 0.1 0.0 0.0
H 0.0 0.1 0.0
H 0.1 0.2 0.1
H -0.1 0.1 0.0
H 0.2 0.0 0.2
H 0.0 -0.1 0.0

The LUMO energy comes out at -3.749 eV. The HOMO energy comes out at -10.64 eV. The strongest force on any atom is 5.13 eV Å⁻¹. For the calculated total energy, the calculation gives -37077.65306 eV. As for the total charge: +1.

Results of the Mulliken charge analysis, in e, for atoms 1 through 5: C -0.605; C -0.240; C 0.272; N -0.232; C 0.057

---

2 unconnected molecules or ions with the total composition C5H10O2 in a non-equilibrium geometry, computed with the ωB97M-V functional and the def2-TZVPD basis.

Cartesian coordinates (Å):
C: 0.904 -2.583 1.040
C: -1.836 1.516 0.487
C: -0.965 0.666 -0.107
O: -0.653 0.829 -1.455
C: -0.460 -0.522 0.592
C: 0.662 -1.229 0.380
H: -0.076 -3.007 0.916
H: 1.500 -3.265 0.404
H: 1.350 -2.655 2.005
H: -2.093 2.308 -0.207
H: -2.082 1.646 1.490
H: -0.981 0.085 -1.939
H: -1.280 -0.967 1.232
H: 1.346 -0.871 -0.419
H: 1.650 0.842 0.140
H: 1.009 1.697 -0.878
O: 1.881 1.309 -0.683

Atomic forces in eV per Å
C -0.2 -0.1 -2.4
C 1.8 0.2 -3.3
C -1.3 0.0 1.0
O -0.2 1.0 0.9
C -0.8 -1.5 0.4
C 0.3 0.3 -0.5
H -0.5 -0.7 1.1
H 0.1 0.7 0.1
H -0.1 0.4 0.9
H -0.5 0.2 0.2
H -0.2 -0.4 1.5
H -0.1 -0.8 -0.5
H 1.3 0.6 -0.2
H -0.3 -0.4 0.8
H 0.6 0.3 -0.3
H 0.7 0.0 -0.5
O -0.5 0.3 0.8

The LUMO energy comes out at 0.709 eV. Its relative energy (zero: lowest compared OMol25 entry of this formula, charge and spin) is 294.58 kJ/mol. As for the SMILES: C=C(O)/C=C/C.O. The HOMO energy comes out at -9.10 eV. The strongest force on any atom is 3.75 eV Å⁻¹. For the calculated total energy, the calculation gives -9439.98994 eV.

Results of the natural (NBO) charge analysis, in e, for atoms 1 through 5: C -0.658; C -0.438; C 0.250; O -0.719; C -0.296

---

A single C3H7N3O molecule in a non-equilibrium geometry, computed with the ωB97M-V functional and the def2-TZVPD basis.

Cartesian coordinates (Å):
C: 0.053 0.712 -0.913
C: 0.252 1.028 0.622
C: -0.017 0.152 1.718
H: 0.192 -1.627 0.496
H: 1.645 -1.251 -0.122
H: -0.252 -0.698 -2.259
H: 0.522 2.104 0.760
H: 0.057 0.705 2.732
H: -1.484 -1.322 1.039
H: -1.312 -1.116 2.682
N: 0.626 -1.384 -0.435
N: -0.072 -0.576 -1.212
N: -0.706 -1.106 1.731
O: -0.004 1.664 -1.809

Atomic forces in eV per Å
C -0.3 6.0 -0.9
C -0.7 -1.9 0.3
C -1.2 4.3 -1.6
H 0.4 -0.2 -2.3
H -1.8 0.8 -1.8
H 0.8 -0.5 1.9
H 0.0 -1.3 0.3
H 0.0 -1.5 -1.6
H 1.6 1.1 0.5
H 2.2 -0.2 -2.6
N 2.7 -4.9 3.2
N -0.7 1.7 -2.6
N -3.1 0.6 3.5
O 0.0 -3.8 3.8

The LUMO energy comes out at 0.366 eV. Its relative energy (zero: lowest compared OMol25 entry of this formula, charge and spin) is 406.38 kJ/mol. As for the SMILES: N/C=C\C(=O)NN. The HOMO energy comes out at -8.95 eV. The strongest force on any atom is 6.46 eV Å⁻¹. For the calculated total energy, the calculation gives -9738.82146 eV.

Results of the natural (NBO) charge analysis, in e, for atoms 1 through 5: C 0.620; C -0.358; C 0.002; H 0.379; H 0.353

---

A single CH3NOS molecule in a non-equilibrium geometry, computed with the ωB97M-V functional and the def2-TZVPD basis.

Cartesian coordinates (Å):
C: -0.546 -0.687 -0.542
N: 1.358 0.920 0.452
O: -1.349 0.066 0.362
S: 0.322 -0.153 0.926
H: -0.946 -1.758 -0.800
H: -0.145 -0.143 -1.409
H: 1.305 1.756 1.013

Atomic forces in eV per Å
C -1.2 -1.2 -0.4
N -1.4 -1.1 -0.3
O 1.2 -0.4 -0.7
S 0.3 0.7 -0.5
H 1.1 1.9 0.9
H -0.2 -0.1 0.3
H 0.3 0.1 0.6

The LUMO energy comes out at 0.386 eV. Its relative energy (zero: lowest compared OMol25 entry of this formula, charge and spin) is 330.27 kJ/mol. The HOMO energy comes out at -9.59 eV. The strongest force on any atom is 2.40 eV Å⁻¹. For the calculated total energy, the calculation gives -15455.38604 eV.

Results of the natural (NBO) charge analysis, in e, for atoms 1 through 5: C -0.233; N -1.074; O -0.645; S 1.161; H 0.208